Below is a molecular structure, C21H27N6O7Re at a distorted geometry, with properties calculated with ωB97M-V with the def2-TZVPD basis set.

Structure (XYZ):
```
62
Properties=species:S:1:pos:R:3:lowdin_spin:R:1
Re -0.202 0.490 0.475 0.60
O -0.439 4.740 0.209 0.00
C 0.935 4.695 0.210 0.00
C 1.587 5.897 -0.075 0.00
C 2.979 5.950 -0.079 0.00
C 3.713 4.800 0.200 0.00
C 3.053 3.596 0.481 0.00
C 1.646 3.507 0.495 0.00
C 1.020 2.119 0.818 0.02
O -0.204 2.361 1.121 0.08
N 1.901 1.109 0.718 0.00
N 1.551 -0.278 1.056 0.00
C 2.097 -0.641 2.165 0.02
C 1.296 -1.596 2.931 0.00
C 1.815 -2.742 3.531 0.00
C 0.933 -3.590 4.191 0.00
C -0.424 -3.262 4.251 0.00
C -0.902 -2.081 3.656 0.00
C -0.061 -1.193 2.972 0.00
O -0.434 -0.104 2.396 0.01
H -0.660 3.819 0.553 0.00
H 0.997 6.783 -0.281 0.00
H 3.487 6.884 -0.292 0.00
H 4.797 4.824 0.207 0.00
H 3.640 2.710 0.706 0.00
H 2.962 -0.152 2.636 0.00
H 2.868 -2.974 3.443 0.00
H 1.291 -4.508 4.643 0.00
H -1.127 -3.919 4.749 0.00
H -1.961 -1.838 3.707 0.00
N 0.506 -1.135 -0.554 0.01
C 0.859 -1.189 -1.954 0.00
C 0.818 -2.577 -2.593 0.00
C -0.429 -3.462 -2.394 0.00
C -1.670 -3.032 -3.176 0.00
N -2.248 -1.792 -2.671 0.00
C -2.778 -1.581 -1.466 0.00
N -3.284 -2.601 -0.754 0.00
N -2.824 -0.367 -0.936 0.01
C -0.080 -0.081 -2.440 0.00
O -0.552 -0.138 -3.608 0.00
O -0.559 0.553 -1.436 0.01
H 1.454 -1.507 0.291 0.00
H -0.123 -1.935 -0.075 0.01
H 1.872 -0.785 -2.076 0.00
H 1.672 -3.143 -2.194 0.00
H 1.002 -2.476 -3.670 0.00
H -0.661 -3.565 -1.330 0.00
H -0.163 -4.469 -2.742 0.00
H -2.441 -3.810 -3.162 0.00
H -1.411 -2.873 -4.229 0.00
H -1.960 -0.944 -3.192 0.00
H -3.306 -3.527 -1.152 0.00
H -3.682 -2.439 0.156 0.00
H -2.037 0.264 -1.225 0.00
H -3.162 -0.165 -0.014 0.00
C -2.241 2.711 -0.814 0.01
O -1.418 1.813 -0.293 0.04
H -2.706 3.432 -0.121 0.00
H -3.133 2.332 -1.343 0.00
H -1.828 3.395 -1.574 0.00
O -1.637 -0.310 0.946 0.16
```

Output
Energy relative to the best compared isomer or geometry (same formula, charge and spin) in kcal per mole: 423.7
Strongest force on any atom in hartree/bohr: 0.186
Frontier orbital gap (alpha / beta) in eV: 4.160 / 4.007
2S+1: 2
Charge: -1